Below is a 11-piece molecular cluster, C36H89N17O12 overall in a non-equilibrium geometry, with properties calculated with the ωB97M-V functional and the def2-TZVPD basis.

The geometry in XYZ format:
```
154
Properties=species:S:1:pos:R:3
O 27.99 -33.72 12.17
O 26.56 -31.15 16.99
O 29.49 -29.82 11.21
O 18.03 -34.12 13.98
O 20.83 -31.71 9.18
O 27.91 -25.05 16.19
O 22.60 -28.27 12.12
O 26.81 -27.29 9.58
O 25.54 -27.35 12.70
O 24.61 -28.86 8.67
O 21.51 -24.25 15.35
O 17.55 -28.42 11.56
N 28.25 -29.60 13.10
N 26.58 -26.84 15.78
N 25.60 -30.31 7.23
N 21.03 -31.20 11.41
N 26.14 -30.31 18.05
N 26.73 -25.26 14.18
N 28.01 -26.87 11.47
N 19.20 -33.35 14.19
N 29.09 -27.15 9.44
N 25.60 -30.71 9.51
N 19.70 -27.93 12.08
N 30.40 -30.20 13.30
N 19.19 -28.40 9.92
N 26.95 -34.31 12.91
N 22.06 -29.91 9.92
N 21.47 -26.13 14.04
N 23.36 -25.58 15.19
C 19.84 -34.62 16.34
C 26.34 -32.02 19.93
C 27.86 -33.60 15.10
C 26.42 -29.61 20.35
C 21.18 -31.82 15.55
C 25.20 -29.90 8.48
C 24.91 -29.29 20.49
C 25.00 -28.55 13.12
C 23.88 -31.24 18.10
C 28.32 -30.70 19.15
C 27.89 -27.19 10.16
C 24.44 -28.90 19.08
C 25.21 -33.86 11.24
C 27.14 -25.64 15.41
C 21.45 -33.24 15.02
C 28.45 -35.83 14.04
C 22.07 -25.23 14.86
C 23.44 -28.68 13.15
C 24.42 -29.32 16.66
C 17.89 -31.80 15.70
C 26.20 -35.55 14.98
C 24.90 -34.77 14.97
C 20.21 -34.12 14.91
C 21.24 -30.97 10.07
C 18.73 -28.29 11.21
C 20.14 -31.10 14.76
C 18.86 -31.96 14.56
C 27.35 -34.79 14.25
C 24.59 -34.42 13.49
C 29.40 -29.89 12.43
C 25.68 -32.14 12.94
C 18.23 -31.40 13.27
C 25.65 -33.65 12.73
C 20.61 -35.33 14.07
C 24.73 -29.94 18.01
C 26.79 -30.69 19.30
H 20.62 -32.05 11.75
H 28.30 -29.59 14.10
H 23.88 -25.19 15.95
H 25.06 -33.86 15.55
H 26.54 -31.76 12.39
H 30.34 -30.12 14.29
H 24.45 -32.07 17.68
H 18.53 -28.35 9.17
H 28.95 -26.83 11.82
H 22.28 -33.59 15.63
H 23.15 -29.71 13.47
H 23.76 -26.34 14.66
H 20.15 -28.61 9.70
H 22.41 -29.32 10.70
H 27.08 -32.99 15.55
H 28.81 -29.90 18.60
H 20.76 -31.97 16.56
H 29.34 -35.24 13.79
H 27.34 -30.70 16.66
H 19.38 -33.84 16.94
H 20.79 -34.96 16.77
H 23.69 -33.80 13.46
H 19.14 -35.46 16.35
H 17.52 -30.77 15.78
H 27.04 -24.36 13.87
H 20.71 -27.99 11.96
H 31.32 -30.31 12.91
H 22.41 -29.87 8.97
H 26.27 -32.84 19.22
H 18.24 -32.07 16.70
H 25.58 -34.77 10.78
H 24.77 -28.53 21.25
H 25.33 -28.77 16.38
H 23.17 -28.21 14.13
H 29.02 -27.47 8.50
H 21.88 -33.10 14.02
H 18.67 -31.75 12.34
H 26.45 -35.67 16.04
H 28.81 -30.86 20.11
H 27.02 -32.30 20.74
H 25.35 -31.92 20.35
H 26.34 -25.98 13.57
H 20.75 -25.70 13.48
H 29.89 -27.34 10.02
H 19.86 -30.13 15.18
H 27.17 -27.05 12.05
H 26.12 -36.55 14.54
H 19.70 -35.87 13.79
H 24.88 -27.94 18.80
H 26.82 -29.90 21.33
H 25.79 -31.85 13.99
H 26.34 -31.35 9.31
H 21.05 -35.03 13.12
H 28.71 -36.43 14.92
H 25.30 -30.37 10.41
H 28.25 -36.49 13.19
H 24.13 -29.92 15.80
H 27.40 -29.25 12.68
H 25.39 -28.84 14.12
H 23.69 -28.50 16.65
H 28.63 -34.42 12.03
H 24.27 -35.34 13.00
H 17.15 -31.57 13.19
H 17.03 -32.43 15.48
H 25.70 -33.06 10.67
H 18.04 -34.27 13.03
H 19.40 -28.03 13.04
H 28.62 -31.59 18.58
H 26.01 -27.33 15.10
H 28.57 -34.03 15.81
H 21.41 -30.59 12.12
H 24.11 -35.41 15.36
H 22.11 -31.27 15.72
H 18.43 -30.33 13.26
H 26.21 -31.10 7.12
H 24.36 -30.21 20.74
H 21.24 -36.06 14.59
H 22.95 -31.15 17.54
H 20.64 -30.79 13.84
H 23.36 -28.78 19.18
H 26.99 -28.71 20.09
H 24.77 -31.66 12.56
H 26.55 -27.09 16.75
H 28.34 -32.87 14.44
H 24.18 -33.54 11.13
H 21.83 -26.98 13.63
H 25.27 -29.80 6.44
H 25.38 -29.36 12.45
H 23.55 -31.50 19.11
```

Output
net charge: -2
orbital gap: 5.370 eV
HOMO: -0.07771 Ha